No. 1
ORCA calculation (ωB97M-V with the def2-TZVPD basis set) on a structure of composition C29H76BO13P.

Structure (XYZ):
```
120
Properties=species:S:1:pos:R:3:forces:R:3:lowdin_charge:R:1
C 2.88392 1.48552 -1.13946 -0.25 -0.35 0.43 -0.03
O 2.10847 2.62964 -0.77638 0.29 0.43 -0.31 0.05
B 1.37293 3.27586 -1.73069 0.01 -0.30 -0.01 -0.82
O 1.54799 4.58582 -2.05278 -0.64 -0.03 0.36 0.23
O 0.36831 2.55948 -2.43804 0.10 0.36 0.04 0.04
P -0.84486 2.00427 -1.58948 -0.10 -0.06 0.15 0.36
O -2.10423 1.81903 -2.29876 0.34 0.06 -0.08 -0.22
O -0.26266 0.68618 -0.88571 -0.14 -0.04 -0.07 -0.10
O -0.88562 3.03499 -0.36270 -0.02 -0.27 -0.16 -0.08
H 2.47805 0.60300 -0.63696 0.02 0.07 0.02 0.06
H 3.89532 1.61952 -0.76152 -0.01 0.07 -0.12 0.08
H 2.88957 1.31409 -2.21830 0.06 0.09 -0.01 0.11
H 1.79626 5.09694 -1.27448 0.46 0.02 -0.21 0.12
H 0.39320 0.24168 -1.43567 -0.06 -0.05 0.07 0.08
H -1.16608 2.61295 0.46098 -0.03 0.12 0.11 0.09
C 6.27290 -1.89982 1.07010 -0.03 0.01 -0.07 -0.07
C 4.84977 -1.81832 1.59470 0.04 0.00 0.08 -0.27
O 3.91932 -1.30169 0.65949 0.04 -0.02 -0.10 -0.19
C 3.76898 -2.04872 -0.53521 0.01 -0.07 -0.04 -0.27
C 3.27711 -3.46935 -0.31745 0.02 0.01 0.09 -0.07
H 6.58939 -0.93234 0.67614 0.01 0.01 0.01 0.07
H 6.94918 -2.18711 1.87582 0.00 0.01 0.01 0.08
H 6.37557 -2.63780 0.27353 0.01 -0.02 0.02 0.07
H 4.80841 -1.12864 2.43905 -0.02 -0.01 -0.02 0.10
H 4.52137 -2.79530 1.96723 0.01 -0.01 -0.03 0.11
H 4.70083 -2.04928 -1.11240 0.01 -0.01 0.02 0.11
H 3.03522 -1.49546 -1.12304 0.00 0.01 0.00 0.10
H 4.01551 -4.08377 0.19891 0.01 -0.01 -0.03 0.07
H 3.06795 -3.94175 -1.27762 -0.01 0.01 -0.01 0.08
H 2.36273 -3.46850 0.27803 -0.02 0.00 -0.02 0.08
C -4.50350 0.01679 -1.06842 -0.23 0.01 0.07 -0.07
C -4.66175 -1.49111 -1.02495 0.13 0.01 0.06 -0.27
O -5.99466 -1.93751 -0.82661 0.00 -0.03 0.01 -0.16
C -6.92343 -1.54457 -1.81919 -0.09 0.04 -0.02 -0.29
C -6.59386 -2.05246 -3.21282 0.09 -0.05 0.02 -0.08
H -4.94979 0.47924 -0.18493 -0.02 -0.06 0.03 0.07
H -3.45315 0.29510 -1.10875 0.01 -0.04 -0.08 0.05
H -4.98617 0.44742 -1.94632 0.10 0.04 -0.04 0.07
H -4.10459 -1.90103 -0.18112 -0.02 -0.01 0.02 0.11
H -4.23764 -1.94001 -1.93086 -0.02 0.01 -0.01 0.11
H -7.04005 -0.45469 -1.83175 0.03 0.00 0.00 0.11
H -7.87683 -1.96100 -1.49117 0.01 -0.01 0.01 0.11
H -5.68569 -1.59807 -3.61042 -0.02 0.03 -0.01 0.07
H -7.40952 -1.81774 -3.89785 -0.02 -0.01 0.01 0.08
H -6.45028 -3.13463 -3.19645 -0.03 -0.01 -0.02 0.07
C 4.32760 4.76826 2.54725 0.08 -0.05 -0.02 -0.07
C 3.51001 3.50107 2.36285 -0.10 0.06 0.03 -0.27
O 4.21894 2.44879 1.73388 0.01 -0.09 -0.13 -0.18
C 5.36742 1.97393 2.40815 0.09 -0.01 -0.01 -0.28
C 5.09353 1.40795 3.79130 -0.10 0.09 0.00 -0.06
H 4.76174 5.08214 1.59603 -0.02 0.02 -0.01 0.07
H 3.68974 5.56976 2.92113 -0.01 0.01 -0.01 0.08
H 5.14150 4.63410 3.26172 -0.02 0.01 0.02 0.07
H 2.66507 3.69409 1.70170 0.01 -0.03 -0.02 0.11
H 3.09517 3.16818 3.32164 0.03 -0.01 0.01 0.11
H 6.13202 2.75959 2.45985 0.01 -0.01 0.04 0.11
H 5.76295 1.18833 1.76108 -0.01 0.00 -0.01 0.10
H 4.76873 2.17752 4.49282 0.03 0.01 0.01 0.07
H 5.99986 0.95385 4.19394 0.01 -0.02 -0.01 0.08
H 4.31097 0.64905 3.74238 0.01 -0.01 0.02 0.06
C 7.49462 4.29426 -0.31357 0.07 0.00 -0.09 -0.07
C 6.98533 2.92469 -0.72952 -0.09 -0.02 0.11 -0.28
O 7.04027 2.68250 -2.12367 -0.05 -0.01 -0.01 -0.16
C 8.33105 2.72207 -2.70499 0.05 0.01 -0.05 -0.28
C 9.29543 1.69058 -2.14393 -0.06 -0.01 0.07 -0.08
H 6.98230 5.07602 -0.87622 -0.03 0.01 0.02 0.09
H 7.30964 4.45055 0.75026 -0.02 0.00 0.00 0.07
H 8.56671 4.40530 -0.48273 0.01 -0.01 0.04 0.07
H 5.93038 2.83663 -0.46503 0.00 -0.01 -0.01 0.10
H 7.51603 2.13585 -0.18202 0.03 0.02 0.00 0.11
H 8.76044 3.72747 -2.62445 0.00 0.00 0.03 0.11
H 8.16534 2.53308 -3.76563 -0.02 0.00 0.00 0.12
H 9.55059 1.89050 -1.10231 0.03 0.02 -0.01 0.07
H 10.22231 1.69877 -2.71822 0.00 -0.01 -0.02 0.08
H 8.85909 0.69217 -2.19926 0.01 -0.01 -0.03 0.08
C -4.73392 4.85452 2.50644 0.00 -0.05 0.08 -0.08
C -3.73875 3.88503 1.89338 -0.03 0.05 -0.07 -0.29
O -3.04458 3.09071 2.84288 0.07 -0.02 -0.03 -0.17
C -3.85401 2.24810 3.65143 0.00 -0.07 0.06 -0.27
C -4.65170 1.23410 2.85109 0.09 0.11 -0.15 -0.08
H -4.24908 5.46835 3.26673 0.01 0.02 -0.02 0.08
H -5.13637 5.50906 1.73286 0.01 0.01 -0.01 0.08
H -5.57397 4.33886 2.97354 -0.02 0.00 -0.03 0.07
H -2.95999 4.43979 1.36855 0.01 0.00 0.01 0.11
H -4.23367 3.25231 1.14754 -0.01 -0.01 0.01 0.11
H -4.51619 2.84246 4.29114 0.00 0.04 -0.05 0.11
H -3.15276 1.73609 4.31052 0.04 0.01 -0.02 0.12
H -5.40832 1.71644 2.23062 -0.05 -0.04 0.03 0.07
H -5.15981 0.52824 3.50798 0.04 0.00 0.03 0.08
H -3.97775 0.68702 2.18899 -0.05 -0.09 0.01 0.07
C 1.50976 0.16980 2.21725 -0.14 0.09 -0.02 -0.07
C 1.21751 -0.42459 3.58105 0.08 -0.01 -0.02 -0.27
O -0.15346 -0.39419 3.94300 -0.01 -0.03 0.05 -0.15
C -1.03012 -1.08527 3.07133 -0.06 0.02 -0.06 -0.28
C -0.73679 -2.57069 2.94393 0.08 0.01 0.03 -0.07
H 1.09067 1.17589 2.14148 0.02 0.02 0.01 0.09
H 2.58270 0.22577 2.04240 -0.01 0.03 -0.01 0.05
H 1.08010 -0.43117 1.41402 0.04 -0.02 -0.01 0.06
H 1.72450 0.14960 4.35834 -0.03 0.02 0.01 0.11
H 1.60941 -1.44816 3.63815 -0.03 -0.01 0.00 0.11
H -1.03920 -0.61581 2.07983 0.02 0.00 0.00 0.10
H -2.02257 -0.94107 3.50010 0.00 0.01 0.02 0.11
H 0.21577 -2.75749 2.44508 -0.01 0.01 -0.03 0.06
H -1.51880 -3.05383 2.35695 -0.02 0.00 0.01 0.08
H -0.69951 -3.03813 3.92894 -0.03 -0.01 0.00 0.08
C -7.99908 -6.71394 -6.14201 0.06 0.01 0.07 -0.08
C -9.04230 -7.33465 -5.22805 -0.05 0.01 -0.06 -0.28
O -8.53799 -7.74679 -3.97084 0.00 -0.02 0.01 -0.16
C -7.98127 -6.72204 -3.16662 0.06 0.04 0.06 -0.28
C -8.96021 -5.62103 -2.79720 -0.06 0.00 -0.09 -0.08
H -7.14352 -7.38164 -6.25148 -0.01 -0.01 -0.02 0.08
H -8.42983 -6.53390 -7.12752 -0.01 -0.01 -0.01 0.08
H -7.63532 -5.75871 -5.76084 -0.03 0.02 -0.02 0.06
H -9.43693 -8.24365 -5.68231 0.01 -0.01 0.01 0.12
H -9.88903 -6.65030 -5.09940 0.02 0.02 0.01 0.11
H -7.09336 -6.29410 -3.64694 -0.02 0.01 -0.02 0.11
H -7.63833 -7.22879 -2.26466 -0.01 -0.02 0.00 0.12
H -9.26562 -5.03816 -3.66769 0.03 0.03 0.01 0.07
H -8.49668 -4.93549 -2.08648 0.01 -0.01 0.02 0.07
H -9.85831 -6.04240 -2.34364 0.02 -0.01 0.03 0.08
```
Positions in Å, forces in eV/Å.

- M: 674.70 g/mol
- Charge: 0
- E_tot: -67892.186 eV

=====

No. 2
ORCA calculation (ωB97M-V with the def2-TZVPD basis set) on a structure of composition C29H77AgF3N7O10S in a non-equilibrium geometry.

Structure (XYZ):
```
128
Properties=species:S:1:pos:R:3:forces:R:3:lowdin_charge:R:1
Ag 0.00721 -0.69470 0.63815 0.48 0.19 0.45 0.73
C 3.66649 -2.60967 -2.39058 -1.74 -0.92 2.45 -0.61
F 3.13917 -2.03838 -3.47886 1.10 -0.26 -0.03 0.11
F 4.18909 -3.83247 -2.63095 -0.51 1.10 -0.57 0.12
F 4.62371 -1.88320 -1.80934 -0.11 0.33 -0.85 0.12
S 2.20870 -2.82165 -1.09555 0.35 -1.93 2.54 0.52
O 1.85416 -1.49962 -0.52349 1.23 -0.68 -1.16 -0.43
O 1.11171 -3.42770 -1.82682 0.14 0.37 -0.75 -0.35
O 2.76976 -3.76622 -0.09074 -0.29 1.89 -1.63 -0.35
C -3.76785 -0.02805 -1.78233 0.46 -0.60 0.84 -0.03
C -2.66283 -0.43345 -0.76003 1.03 -0.58 -1.04 -0.36
C -2.74183 -1.91598 -0.34969 -0.81 0.08 -0.28 -0.20
O -1.85618 -2.27401 0.72951 -1.32 -0.97 -0.67 -0.26
C -1.70849 -3.71844 0.88958 0.75 0.94 0.51 -0.06
N -1.30102 -0.12115 -1.31407 -0.11 0.38 0.52 0.04
H -3.77193 1.05907 -1.86140 0.06 -0.05 -0.30 0.06
H -4.77414 -0.35017 -1.51452 -0.05 0.00 0.32 0.07
H -3.53743 -0.53213 -2.72090 0.12 0.30 -0.18 0.06
H -2.75678 0.08232 0.19562 -0.03 0.53 -0.14 0.10
H -2.68167 -2.57769 -1.21377 0.77 0.03 0.01 0.08
H -3.78774 -2.01667 -0.05982 -0.28 -0.25 0.66 0.11
H -1.12596 -3.83374 1.80362 0.57 0.11 -0.29 0.07
H -1.18124 -4.12202 0.02515 0.00 -0.10 0.07 0.09
H -2.57691 -4.32123 1.15525 -0.82 0.54 -0.61 0.08
H -1.05467 -0.53215 -2.20316 -0.57 -1.34 0.13 0.05
H -1.20343 0.84799 -1.58114 -0.43 0.53 0.88 0.02
C -3.96496 -0.09165 3.06533 0.44 -0.48 1.95 -0.01
C -3.48987 -1.21839 4.05650 1.32 0.59 -1.49 -0.46
C -2.60327 -0.77000 5.20334 0.50 1.26 -0.33 -0.14
O -1.47162 0.02573 4.71176 0.00 0.37 1.41 -0.24
C -1.04343 1.04146 5.65350 -0.90 1.06 -0.12 -0.10
N -4.59817 -1.97272 4.53067 -1.49 -0.47 0.16 0.03
H -4.29882 -0.50854 2.11516 0.35 0.12 -0.04 0.07
H -3.13291 0.61176 3.03363 -0.01 -0.02 -0.77 0.06
H -4.79708 0.44292 3.52348 -0.17 -0.04 0.02 0.08
H -2.89844 -1.92063 3.46898 0.73 0.30 -0.40 0.12
H -2.21151 -1.65140 5.71104 0.03 -0.05 0.21 0.12
H -3.15883 -0.14370 5.90133 -0.19 -0.11 0.13 0.13
H -1.55942 1.98367 5.46885 -0.82 -0.02 -0.30 0.08
H -0.03759 1.45574 5.58442 0.58 -1.28 -0.53 0.08
H -1.24271 0.86493 6.71049 0.04 -0.80 -0.06 0.09
H -4.31783 -2.80008 5.03760 0.33 -0.04 0.40 0.08
H -4.93158 -2.36816 3.66317 -0.89 -0.19 0.00 0.08
C 2.14941 0.06564 3.40432 0.52 0.34 0.45 -0.06
C 1.66381 -1.37262 3.52666 0.60 0.13 -0.13 -0.36
C 1.76102 -1.96730 4.96902 -0.18 0.45 -1.13 -0.19
O 1.20439 -3.26909 4.95017 -0.64 -0.44 0.29 -0.19
C 0.98094 -3.84399 6.23310 0.38 0.35 0.31 -0.10
N 0.25380 -1.42351 2.99642 1.83 -0.69 0.50 0.06
H 1.39345 0.74771 3.79344 0.12 0.28 -0.08 0.06
H 2.47486 0.35886 2.40622 -1.00 -0.33 -0.43 0.04
H 3.11016 0.26029 3.88095 -0.06 -0.27 0.91 0.08
H 2.41184 -1.90322 2.93757 -0.70 -0.71 -0.48 0.14
H 1.21603 -1.28482 5.62117 -0.21 -0.06 0.50 0.12
H 2.80792 -2.01539 5.26866 0.15 0.11 0.15 0.13
H 0.34423 -3.22743 6.86757 -0.08 0.42 -0.03 0.08
H 1.92208 -3.98779 6.76384 0.24 0.09 0.05 0.08
H 0.49725 -4.82078 6.22731 0.04 0.03 -0.87 0.09
H -0.25107 -0.98922 3.75575 -0.59 0.73 -0.18 0.03
H -0.00144 -2.38793 3.15409 -0.21 -0.55 -0.51 0.06
C 4.28646 1.07558 0.46146 -1.01 1.29 0.12 -0.04
C 4.05083 2.34314 1.28533 0.98 0.22 -0.62 -0.43
C 5.35088 3.15193 1.28966 0.24 -0.32 2.05 -0.19
O 6.36302 2.36810 1.99679 -0.64 1.24 -1.14 -0.19
C 7.67005 2.92767 1.96031 -0.26 -0.60 -0.40 -0.11
N 2.98634 3.15040 0.65946 0.73 0.08 0.69 0.04
H 4.54973 1.51030 -0.50281 0.62 -0.50 -0.30 0.07
H 3.30780 0.63661 0.26744 0.22 -0.79 0.30 0.05
H 5.06413 0.45137 0.90157 -0.30 -0.13 -0.33 0.09
H 3.79388 2.17092 2.33052 -0.17 -0.23 -0.03 0.13
H 5.18334 4.04061 1.89818 -0.04 0.38 0.18 0.11
H 5.59879 3.54823 0.30498 0.52 -0.62 -0.38 0.12
H 8.04549 2.95162 0.93729 0.20 -0.44 -0.21 0.08
H 8.23725 2.24252 2.59035 0.36 0.35 -0.15 0.09
H 7.78878 3.96623 2.26917 -0.52 0.11 0.66 0.08
H 2.95592 4.00977 1.18923 -0.25 0.41 0.09 0.08
H 3.29743 3.43517 -0.25827 -0.12 -0.07 -0.49 0.08
C 2.10995 1.09902 -2.74209 0.55 -0.11 -0.98 -0.05
C 1.43000 2.15716 -3.59687 -1.59 -1.69 0.49 -0.40
C 0.07566 1.55656 -4.21666 1.58 2.01 -0.31 -0.12
O -0.47981 2.68979 -4.95956 -0.15 -1.49 0.00 -0.21
C -1.50796 2.28981 -5.84299 -0.12 0.78 -0.63 -0.13
N 1.06754 3.21558 -2.72243 -0.31 1.74 0.14 0.05
H 1.52131 0.87248 -1.85311 -0.22 -0.43 -0.27 0.05
H 3.08518 1.39543 -2.35586 0.03 0.31 -0.20 0.07
H 2.28176 0.23374 -3.38229 -0.10 -0.40 0.48 0.07
H 2.01304 2.57807 -4.41602 0.20 -0.38 -0.07 0.14
H -0.66908 1.32817 -3.45423 0.25 -0.44 0.14 0.10
H 0.34148 0.70651 -4.84502 -0.44 -0.10 -0.29 0.12
H -1.93369 3.19195 -6.28230 0.17 0.20 -0.01 0.09
H -2.37332 1.77693 -5.42319 0.17 -0.34 0.68 0.08
H -1.13823 1.69295 -6.67675 0.23 -0.17 0.06 0.07
H 0.37187 2.87157 -2.07607 0.15 -0.25 0.35 0.02
H 0.47781 3.78906 -3.30846 0.05 0.89 -0.03 0.05
C -0.52936 3.01981 2.46220 -0.03 -0.41 0.33 -0.04
C -0.71503 2.48545 1.04557 1.15 -0.70 -0.89 -0.40
C -1.20284 3.46117 -0.00320 -1.65 -0.09 -0.47 -0.12
O -1.41437 2.81234 -1.30361 0.33 -0.47 1.97 -0.26
C -2.13173 3.61369 -2.15913 -0.59 1.14 -1.52 -0.14
N 0.52929 1.80475 0.63516 -0.08 0.37 0.63 0.04
H 0.36818 3.57157 2.74166 0.12 0.55 -0.88 0.08
H -0.36639 2.12347 3.06063 -0.56 -0.13 0.24 0.05
H -1.40221 3.57592 2.80422 -0.03 -0.14 0.13 0.08
H -1.41411 1.65601 1.15239 -0.75 0.38 -0.24 0.10
H -0.67341 4.39676 -0.18340 0.71 -0.16 0.25 0.14
H -2.19442 3.75842 0.33813 -0.33 0.26 -0.01 0.12
H -3.04218 4.04817 -1.74632 -0.05 -0.04 0.48 0.10
H -2.44614 3.10778 -3.07198 0.15 -0.69 0.21 0.08
H -1.52594 4.42607 -2.56055 0.19 0.42 0.24 0.09
H 1.25314 2.41602 0.98513 0.76 -0.37 0.06 0.02
H 0.72335 1.86984 -0.35389 -0.46 -0.07 -0.28 0.03
C -3.36323 -3.76992 -3.59068 -0.27 -0.37 -0.44 -0.07
C -2.03778 -3.33840 -4.26989 -1.98 -0.10 -0.55 -0.39
C -2.27591 -2.49264 -5.60058 0.45 -1.46 1.20 -0.18
O -1.03201 -1.98345 -6.01930 -0.69 1.03 -0.80 -0.20
C -1.15051 -1.16939 -7.21280 1.01 -0.60 0.66 -0.09
N -1.33866 -2.56830 -3.29233 0.71 1.16 -0.28 0.04
H -3.89751 -2.92961 -3.14737 0.27 0.28 -0.06 0.06
H -3.16696 -4.47366 -2.78177 0.27 0.06 0.12 0.07
H -4.11003 -4.27909 -4.19990 0.20 -0.07 -0.51 0.07
H -1.40969 -4.21129 -4.44782 -0.38 -0.31 -0.89 0.14
H -2.98261 -1.67280 -5.47192 -0.21 0.08 0.37 0.12
H -2.66458 -3.16907 -6.36181 -0.23 -0.14 -0.14 0.12
H -1.37809 -1.78214 -8.08506 0.36 -0.25 -0.08 0.09
H -0.16341 -0.70772 -7.23697 -0.07 -0.01 -0.67 0.09
H -1.88765 -0.36744 -7.25289 -0.36 -0.04 0.89 0.07
H -0.73350 -2.03160 -3.89717 0.72 0.61 0.32 0.07
H -0.68755 -3.18441 -2.82697 0.26 0.09 0.56 0.05
```
Positions in Å, forces in eV/Å.

- M: 880.90 g/mol
- Charge: 0
- E_tot: -85209.421 eV